C8H18Si in the gas phase in a non-equilibrium geometry. Source: the OMol25 dataset; level of theory: ωB97M-V/def2-TZVPD.

Values from the calculation:
2S+1: 1
LUMO level, eV: 0.937
Structure (SMILES): C=C[Si](CC)(CC)CC

CARTESIAN COORDINATES (ANGSTROEM)
C -0.258131 2.932169 0.703627
C -0.192089 1.664687 1.119796
C -2.693533 0.106640 -0.733382
C -0.641954 -2.525777 1.167225
C 2.849086 -0.523254 -0.725302
C -1.346294 0.417369 -1.369681
C 0.381394 -1.387788 1.136144
C 1.772713 0.486166 -0.977676
Si 0.175819 0.172240 -0.069066
H -0.504983 3.701999 1.339577
H -0.137681 3.205687 -0.308671
H 0.015796 1.582377 2.190285
H -3.098327 -1.019617 -0.869503
H -2.652037 0.274812 0.419257
H -3.554316 0.706822 -1.163777
H -1.613005 -2.155718 1.387035
H -0.718712 -3.136699 0.295042
H -0.421270 -3.102543 2.181900
H 3.103375 -0.717600 0.393038
H 2.692099 -1.458915 -1.325643
H 3.730309 0.019188 -1.223469
H -1.215980 1.593536 -1.527111
H -1.149882 -0.172245 -2.227138
H 1.350460 -1.859527 1.075562
H 0.306578 -0.769382 2.163423
H 1.629954 0.496261 -2.104007
H 2.190616 1.469116 -0.947485

Forces on the atoms, in the same order (eV/Å):
C -0.11 -2.12 -0.50
C 1.55 -0.23 -0.31
C -2.10 -1.45 1.18
C 0.67 -0.10 3.35
C 2.62 0.07 -0.09
C 1.42 1.69 2.31
C -1.00 2.09 0.89
C -0.83 -0.19 -2.02
Si -1.50 0.62 0.29
H -0.04 1.78 1.58
H -0.24 0.20 -1.23
H -0.89 -0.35 0.08
H 1.36 2.35 0.25
H -0.33 -0.13 -1.97
H 1.06 -0.43 0.60
H -1.08 0.51 -0.14
H 0.36 -0.57 -0.43
H -0.29 0.41 -2.41
H -0.45 0.21 -2.08
H 0.12 0.59 1.02
H -0.50 -1.41 0.97
H -0.34 -2.56 -0.12
H 0.10 -0.12 -1.20
H 0.48 0.34 -0.03
H 0.36 -1.64 -1.99
H -0.44 -0.47 0.98
H 0.02 0.92 1.04

Results of the Mulliken charge analysis, in e, for atoms 1 through 5: atom 1 (C): -0.88, atom 2 (C): -0.14, atom 3 (C): -0.93, atom 4 (C): -1.30, atom 5 (C): -1.20

2 unconnected molecules or ions with the total composition C2H3N2O2 in a non-equilibrium geometry. Source: the OMol25 dataset; level of theory: ωB97M-V/def2-TZVPD.

Values from the calculation:
2S+1: 1
Total charge: -1
LUMO level (spin up / spin down), eV: 4.542 / 4.547

CARTESIAN COORDINATES (ANGSTROEM)
C 0.413954 -0.841136 -0.532533
C -0.500557 0.010051 0.364297
N 0.187091 1.869480 1.137977
N -0.996326 -0.435353 -0.851895
O -1.387436 0.193574 -1.862482
O 1.249026 1.669825 1.692671
H 1.167458 -0.312298 -0.938192
H 0.746728 -1.786000 -0.257651
H -0.879939 -0.368144 1.247809

Forces on the atoms, in the same order (eV/Å):
C -2.64 1.32 1.67
C 1.17 0.03 -1.69
N 1.21 -1.75 -0.05
N 1.46 -1.12 3.16
O -1.14 1.28 -3.03
O -1.47 0.34 -0.71
H 2.53 2.25 -1.65
H -0.24 -2.16 0.26
H -0.88 -0.20 2.04

Results of the Mulliken charge analysis, in e, for atoms 1 through 5: atom 1 (C): -0.62, atom 2 (C): -0.07, atom 3 (N): -0.08, atom 4 (N): 0.04, atom 5 (O): -0.78

A molecular structure, C10H30BeNO13 in a non-equilibrium geometry. Source: the OMol25 dataset; level of theory: ωB97M-V/def2-TZVPD.

Values from the calculation:
2S+1: 1
Total charge: +1
LUMO level, eV: -9.207

CARTESIAN COORDINATES (ANGSTROEM)
Be 0.449908 -0.737743 0.257961
N 3.759328 -5.207883 -0.090479
O 4.506358 -5.366513 0.827641
O 3.961918 -5.733193 -1.199269
O 2.805268 -4.451183 0.050451
C 1.637688 2.053567 3.782021
C 2.606618 0.875467 3.898151
O 2.338548 -0.368403 3.245891
O 1.245238 2.244167 2.462521
H 1.929038 3.035957 4.153681
H 0.682488 1.911917 4.287611
H 2.430018 0.487957 4.901521
H 3.659058 1.152277 3.836031
H 2.833338 -1.081203 3.656631
H 1.254028 3.201357 2.389611
C -2.708262 -2.198893 -5.097689
C -2.542342 -2.861113 -3.711579
O -1.336162 -2.574783 -3.203579
O -3.020782 -0.878553 -5.152039
H -3.664872 -2.585633 -5.449019
H -1.969622 -2.574703 -5.805699
H -2.683312 -3.941933 -3.704349
H -3.328992 -2.450073 -3.078869
H -0.791592 -3.347623 -3.370239
H -2.653312 -0.598983 -5.993709
C -3.634312 -1.855103 4.112771
C -3.694012 -0.721963 5.117341
O -2.712802 -0.921073 6.111311
O -2.251172 -1.982063 3.616311
H -4.327742 -1.775783 3.275541
H -3.851752 -2.726933 4.729811
H -4.731392 -0.627863 5.438411
H -3.576022 0.200807 4.549291
H -2.989312 -1.582843 6.749431
H -1.805862 -2.014103 4.466181
C -2.945192 2.121957 -1.201579
C -1.726322 2.597437 -1.994759
O -0.816952 1.567127 -2.215419
O -2.626562 1.142197 -0.224269
H -3.625072 1.619927 -1.889939
H -3.517312 2.980277 -0.849369
H -1.212082 3.359107 -1.408649
H -2.027492 3.088877 -2.919899
H -0.660822 1.399937 -3.147759
H -3.375642 1.212517 0.372011
C 4.294088 3.295777 -2.349739
C 4.800298 1.873577 -2.038779
O 3.858328 0.814437 -2.063609
O 4.059918 3.468167 -3.741449
H 5.157488 3.903237 -2.078399
H 3.476078 3.628297 -1.710679
H 5.552098 1.823957 -1.251099
H 5.524138 1.560077 -2.791029
H 4.281178 0.198117 -2.666069
H 3.704608 4.347677 -3.889109

Forces on the atoms, in the same order (eV/Å):
Be 0.00 0.32 0.08
N 0.56 -0.30 -1.81
O 0.98 -0.45 1.20
O -0.52 0.42 0.92
O -1.20 0.58 -0.32
C -1.25 -0.84 -0.02
C 0.25 -0.78 2.91
O -1.02 0.51 -2.31
O 0.06 0.76 -1.93
H 1.22 -0.51 0.55
H 0.18 -0.83 0.75
H 0.54 1.08 0.89
H -0.06 0.18 -0.51
H 0.11 0.27 0.18
H -0.26 -0.07 -0.90
C -2.31 -3.98 -0.06
C -2.42 0.85 -1.52
O 3.32 0.39 1.81
O 1.32 2.86 0.34
H -0.07 -1.43 -0.27
H 0.50 0.41 0.10
H -0.41 -0.06 -0.67
H -0.08 0.14 0.20
H 0.43 0.24 0.13
H -0.17 0.66 0.06
C 1.34 -0.34 0.31
C -0.92 0.10 -1.44
O 0.10 0.60 -0.17
O -1.71 0.12 0.23
H 0.15 0.08 0.09
H -0.22 -0.59 -0.46
H -0.03 -0.28 0.78
H 0.92 0.31 0.48
H -0.29 -0.04 0.03
H 0.73 0.07 0.06
C -0.40 -0.52 -1.85
C -0.24 0.75 0.90
O 0.78 -1.05 -0.03
O 0.21 0.71 0.54
H -0.09 -0.02 -0.38
H 0.31 0.13 0.52
H 0.11 0.14 0.15
H -0.28 -0.12 -0.02
H -0.20 0.04 -0.02
H 0.13 -0.44 0.45
C 1.29 -0.57 0.25
C 0.99 0.10 -1.46
O -0.27 -0.02 0.46
O -0.36 -0.50 0.27
H 0.11 0.32 0.18
H -0.33 -0.30 -0.09
H -0.93 0.34 1.30
H 0.02 0.86 -0.93
H -0.59 -0.34 0.08
H -0.01 0.06 0.01

Results of the Mulliken charge analysis, in e, for atoms 1 through 5: atom 1 (Be): 0.94, atom 2 (N): 1.15, atom 3 (O): -0.41, atom 4 (O): -0.40, atom 5 (O): -0.41

A molecular structure, C23H30N4O3 in a non-equilibrium geometry. Source: the OMol25 dataset; level of theory: ωB97M-V/def2-TZVPD.

Values from the calculation:
2S+1: 1
LUMO level, eV: 0.265

CARTESIAN COORDINATES (ANGSTROEM)
C 4.592598 -0.974390 -3.988529
H 5.283300 -0.710410 -3.305275
H 3.958413 -0.023976 -4.299137
H 5.000345 -1.336879 -4.984550
C 3.583141 -1.718671 -3.600271
C 3.072628 -1.299471 -2.219506
C 2.047419 -0.483772 -2.203210
C 1.271949 0.070919 -1.307360
C 1.882535 -0.197084 -0.056678
C 2.997630 -0.940323 0.151205
C 3.493846 -1.770175 -1.030855
H 4.410958 -2.299297 -1.072985
H 3.498994 -0.982291 1.025696
N 1.264329 0.249645 1.286227
C 1.340532 1.663812 1.550165
O 1.038638 1.925233 2.828594
C 2.061568 2.766134 0.794771
C 1.033590 3.730224 0.490376
C -0.472458 3.033656 -0.126288
O -0.418526 2.728209 -1.200019
N -1.199944 2.756804 0.761562
C -2.283273 1.827109 0.842223
N -3.038376 1.754567 1.967506
C -4.025521 1.035009 2.095433
C -4.833604 0.466613 0.630254
C -4.104871 0.722815 -0.330146
C -2.777309 1.613735 -0.401480
H -2.453376 1.481733 -1.372423
H -4.302567 0.215012 -1.185701
H -5.550232 -0.015023 1.027405
H -4.651655 0.995305 2.900441
H -0.980356 2.997313 1.704086
H 0.698441 4.244393 1.375570
H 1.413481 4.512354 -0.343695
H 2.913235 3.118270 1.209772
H 2.195993 1.994951 -0.175853
C 0.537630 -0.592638 1.941758
H 1.407301 -1.503104 2.682228
H 0.195233 -0.150784 2.930555
C -0.458157 -1.491507 1.314082
O -1.636793 -0.880059 1.572460
N 0.054775 -2.500513 0.642116
H 0.992219 -2.532252 0.453664
C -0.827958 -2.969269 -0.419947
C -1.577822 -2.175562 -1.541211
H -0.942529 -1.450331 -1.935355
H -2.199509 -1.256487 -0.800385
H -2.265405 -2.479802 -2.001112
C -0.137037 -4.076458 -1.261394
H 0.830215 -3.624246 -1.733878
H 0.376815 -4.744022 -0.509991
H -0.668874 -4.631192 -1.926439
C -2.229454 -3.763365 0.350158
H -2.625053 -4.319309 -0.187308
H -1.568839 -4.424640 1.231978
H -2.638696 -3.234465 1.103372
H 0.466275 0.761804 -1.330323
H 1.481493 -0.363088 -3.271301
H 3.985011 -2.955632 -3.232705
H 2.776240 -2.125034 -3.902205

Forces on the atoms, in the same order (eV/Å):
C 1.34 5.56 -8.69
H 2.37 0.65 2.19
H 1.93 -0.64 0.34
H 0.13 0.60 1.24
C 0.44 -8.35 10.24
C 1.97 -2.52 -0.45
C -5.82 2.50 -8.22
C 1.31 -0.04 5.16
C -1.75 0.92 3.38
C 0.09 -3.00 -5.63
C 0.37 3.67 3.04
H 0.61 -0.95 0.81
H 1.08 -0.36 2.97
N 3.93 6.49 -7.41
C 0.03 -1.30 9.57
O 0.49 -0.41 -5.56
C -3.22 -7.01 -4.70
C -2.91 3.52 -3.08
C 11.41 5.58 1.71
O -0.53 -2.90 -11.24
N -7.94 -3.30 12.18
C -1.18 2.60 -4.83
N 3.76 1.24 1.74
C -3.45 -1.27 -6.44
C 4.66 3.66 8.82
C 5.66 2.99 -4.36
C -5.15 -5.13 2.82
H 1.52 0.86 -1.41
H -0.66 -0.83 -3.24
H -5.50 -3.89 1.15
H -1.02 -0.07 2.64
H 0.71 0.62 0.62
H 0.33 0.58 0.46
H -1.04 -1.66 1.97
H 2.68 0.68 1.42
H 0.85 3.01 1.57
C 0.83 -5.23 8.48
H -1.70 1.79 -1.97
H -0.17 -0.21 -1.75
C -3.21 6.45 3.12
O 3.81 -4.75 -2.46
N -5.87 -0.16 -2.26
H 2.90 0.18 -0.20
C -4.84 -5.04 -1.76
C 8.36 9.70 12.55
H 1.23 0.65 -1.85
H 1.34 -2.51 -1.97
H -9.47 -5.62 -6.94
C 5.19 1.90 4.03
H -1.80 -0.46 0.15
H -0.74 -0.02 -0.71
H -1.80 -1.17 -1.83
C 14.17 6.21 9.51
H -7.04 -8.84 -8.95
H -1.61 0.88 -2.69
H -2.32 2.64 1.30
H -0.77 0.12 -0.75
H 1.82 0.01 1.78
H -0.35 2.86 -0.95
H -5.50 -1.51 -4.64

Results of the Mulliken charge analysis, in e, for atoms 1 through 5: atom 1 (C): -1.35, atom 2 (H): 0.41, atom 3 (H): 0.27, atom 4 (H): 0.32, atom 5 (C): -1.12

C3H6N2S in the gas phase in a non-equilibrium geometry. Source: the OMol25 dataset; level of theory: ωB97M-V/def2-TZVPD.

Values from the calculation:
2S+1: 1
LUMO level, eV: -1.365
Structure (SMILES): C=NNCC=S

CARTESIAN COORDINATES (ANGSTROEM)
C -2.431201 -0.344423 -0.117624
C 0.855418 -0.253807 -0.102937
C 2.103879 -0.048078 0.709105
H -1.966011 -1.439417 -0.367325
H -3.589544 -0.394543 -0.114611
H 0.184805 1.599075 -0.427773
H 0.934120 -0.313885 -1.241026
H 0.124837 -0.955090 0.388228
H 1.995361 0.477950 1.720678
N -1.567557 0.678792 -0.098929
N -0.203590 0.867744 -0.046722
S 3.559483 0.125683 -0.301062

Forces on the atoms, in the same order (eV/Å):
C 4.43 -1.30 -1.14
C -3.73 -0.12 -0.62
C 2.46 2.91 -3.26
H -1.11 2.22 1.02
H 2.30 1.31 0.08
H 0.99 5.54 -2.47
H 0.84 -1.12 1.81
H 1.43 -0.76 -0.73
H 0.38 -1.40 -1.21
N -2.59 -0.10 -0.14
N -2.07 -6.49 3.43
S -3.33 -0.71 3.23

Results of the Mulliken charge analysis, in e, for atoms 1 through 5: atom 1 (C): -0.19, atom 2 (C): -0.26, atom 3 (C): -0.34, atom 4 (H): 0.16, atom 5 (H): 0.26

A molecular structure, C7H11N2O3 in a non-equilibrium geometry. Source: the OMol25 dataset; level of theory: ωB97M-V/def2-TZVPD.

Values from the calculation:
2S+1: 1
Total charge: +1
LUMO level, eV: -3.895

CARTESIAN COORDINATES (ANGSTROEM)
C -0.974371 2.069196 0.284166
C -2.083143 1.457918 -0.183640
C 0.385540 1.553685 0.228894
C 0.587772 0.272096 -0.200411
C -2.280607 0.048584 -0.652908
C -0.996787 -0.787773 -0.747807
C 1.929477 -0.392050 -0.413303
N -0.900177 -1.765764 0.297619
N 2.210043 -1.544548 0.539396
O -0.077855 -2.630976 0.203775
O -1.663595 -1.629964 1.211340
O 1.415104 2.351332 0.589875
H -1.079683 3.140459 0.637117
H -3.053754 1.866491 -0.169424
H -2.842322 -0.441292 0.237872
H -2.943594 0.001486 -1.514422
H -0.668129 -1.150057 -1.721103
H 2.566948 0.454794 -0.228747
H 2.292544 -0.889824 -1.349307
H 3.062938 -2.003782 0.141300
H 1.436492 -2.142698 0.695722
H 2.543821 -1.088867 1.371222
H 1.133343 3.251559 0.742764

Forces on the atoms, in the same order (eV/Å):
C -1.31 1.61 -0.20
C 1.15 -0.82 0.16
C -0.33 -1.63 -0.58
C -1.97 -2.02 -1.30
C 0.61 -1.00 1.75
C 2.69 4.09 -0.21
C -0.98 -0.02 -0.89
N -2.06 0.90 0.23
N 3.76 2.11 -0.40
O 1.41 -1.93 -0.21
O 0.11 -0.67 1.23
O 0.00 -1.03 -0.28
H 0.09 -1.38 -0.34
H -0.69 1.43 0.33
H 0.52 0.89 -1.63
H 0.29 -0.05 -0.20
H -0.19 -0.29 0.34
H 1.06 -0.13 0.37
H -1.34 1.14 -0.01
H -1.15 -0.21 0.62
H -1.23 -1.17 0.06
H -0.14 -0.24 1.04
H -0.29 0.43 0.10

Results of the Mulliken charge analysis, in e, for atoms 1 through 5: atom 1 (C): -0.34, atom 2 (C): -0.73, atom 3 (C): 1.61, atom 4 (C): -0.51, atom 5 (C): -0.78